--- a ---
# C2H9NS

A cluster of 2 separate species, C2H9NS in total (ωB97M-V with the def2-TZVPD basis set, the Open Molecules 2025 dataset).

## Properties
Frontier orbital gap, eV: 9.4
SMILES: CSC.N

The geometry in ORCA input format:
```
! wB97M-V def2-TZVPD RIJCOSX def2/J DEFGRID3
* xyz 0 1
C 0.64 -0.46 1.88
S -0.25 -0.67 0.35
C -1.36 -2.08 0.68
H 1.69 -0.51 1.64
H 0.44 0.56 2.23
H 0.42 -1.15 2.69
H -2.17 -1.99 0.01
H -1.71 -2.01 1.70
H -0.83 -3.00 0.48
N 0.86 2.77 -2.78
H -0.02 2.30 -2.69
H 1.37 2.50 -3.60
H 0.93 3.75 -2.61
*
```

--- b ---
# C2H9NS

A cluster of 2 separate species, C2H9NS in total (ωB97M-V with the def2-TZVPD basis set, the Open Molecules 2025 dataset).

## Properties
Frontier orbital gap, eV: 9.9
SMILES: CN.CS

The geometry in ORCA input format:
```
! wB97M-V def2-TZVPD RIJCOSX def2/J DEFGRID3
* xyz 0 1
C -1.35 -0.73 0.12
N -1.87 -0.29 -1.17
H -2.04 -1.25 0.79
H -0.47 -1.35 0.04
H -1.04 0.16 0.67
H -2.59 0.39 -1.02
H -2.36 -1.07 -1.62
C 1.90 0.94 0.79
S 2.82 0.57 -0.74
H 1.46 1.92 0.61
H 1.12 0.19 0.82
H 2.37 1.00 1.77
H 2.05 -0.47 -1.07
*
```

Which one sits at the top of the stability order? a does.

--- a ---
# C4H7F

A cluster of 2 separate species, C4H7F in total (ωB97M-V with the def2-TZVPD basis set, the Open Molecules 2025 dataset).

## Properties
Frontier orbital gap (alpha / beta), eV: 9.3 / 7.1

The geometry in ORCA input format:
```
! wB97M-V def2-TZVPD RIJCOSX def2/J DEFGRID3
* xyz 0 1
C -0.68 0.41 -0.12
C -2.51 -0.62 -0.11
C 1.88 0.33 0.03
C 0.55 -0.44 -0.09
F -3.46 0.36 0.00
H -0.69 1.56 -0.33
H -2.38 -1.02 0.89
H 1.96 0.97 -0.82
H 2.61 -0.31 0.22
H 1.80 0.94 0.96
H 0.37 -0.92 -1.16
H 0.55 -1.25 0.53
*
```

--- b ---
# C4H7F

An isolated molecule of C4H7F (ωB97M-V with the def2-TZVPD basis set, the Open Molecules 2025 dataset).

## Properties
Frontier orbital gap, eV: 11.0
SMILES: C=CCCF

The geometry in ORCA input format:
```
! wB97M-V def2-TZVPD RIJCOSX def2/J DEFGRID3
* xyz 0 1
C -1.93 0.71 -0.11
C -0.66 0.65 0.27
C 0.28 -0.54 0.38
C 1.57 -0.47 -0.28
F 2.26 0.73 0.01
H -2.55 1.57 -0.29
H -2.59 -0.12 -0.51
H -0.11 1.61 0.46
H 0.41 -0.75 1.47
H -0.24 -1.37 0.02
H 1.34 -0.74 -1.38
H 2.24 -1.28 -0.04
*
```

--- c ---
# C4H7F

An isolated molecule of C4H7F (ωB97M-V with the def2-TZVPD basis set, the Open Molecules 2025 dataset).

## Properties
Frontier orbital gap, eV: 9.8
SMILES: C/C=C(\C)F

The geometry in ORCA input format:
```
! wB97M-V def2-TZVPD RIJCOSX def2/J DEFGRID3
* xyz 0 1
C -0.50 -1.29 0.75
C -0.90 -0.44 -0.36
C -0.06 0.44 -0.84
C 1.03 1.22 -0.17
F -0.14 0.91 -2.05
H -0.47 -2.43 0.48
H -1.24 -1.12 1.58
H 0.43 -0.90 1.23
H -1.91 -0.58 -0.72
H 1.51 0.66 0.62
H 1.75 1.52 -0.90
H 0.51 2.00 0.39
*
```

--- d ---
# C4H7F

An isolated molecule of C4H7F (ωB97M-V with the def2-TZVPD basis set, the Open Molecules 2025 dataset).

## Properties
Frontier orbital gap, eV: 10.1
SMILES: CC/C=C/F

The geometry in ORCA input format:
```
! wB97M-V def2-TZVPD RIJCOSX def2/J DEFGRID3
* xyz 0 1
C 1.54 0.49 -0.25
C 0.53 -0.45 0.32
C -0.86 0.11 0.37
C -2.06 -0.33 -0.36
F -3.24 0.26 -0.06
H 1.25 0.93 -1.18
H 2.59 -0.03 -0.30
H 1.83 1.22 0.38
H 0.73 -1.37 -0.15
H 0.77 -0.69 1.38
H -0.98 1.01 0.90
H -2.11 -1.15 -1.06
*
```

Which one sits at the top of the stability order? c does.